A structure of composition C12H17Br9N4O8 at a distorted geometry. Source: OMol25; level of theory: ωB97M-V with the def2-TZVPD basis set.

Properties
Kohn-Sham gap, eV: 5.7325
LUMO, eV: -2.3229

Element x y z (Å)
C -1.57018 0.95956 -1.13740
N -0.39120 0.50075 -0.35616
O 0.59890 1.24267 -0.32973
O -0.51885 -0.58376 0.24709
H -1.44479 0.24148 -1.94780
H -1.41286 1.97996 -1.48686
H -2.49304 0.75411 -0.59498
C 2.80613 1.96185 0.08363
N 2.45290 3.19220 0.84450
O 3.33162 3.67409 1.52544
O 1.23276 3.53630 0.75531
H 3.69109 2.20196 -0.50567
H 1.97396 1.79458 -0.60020
H 2.95925 1.12708 0.76758
C -0.85988 -2.49621 0.61715
N -1.80362 -3.58310 1.02155
O -2.79748 -3.36981 1.65473
O -1.44051 -4.66927 0.69360
H -1.43741 -1.60636 0.36670
H -0.11831 -2.95895 -0.03403
H -0.47929 -2.28409 1.61627
C 3.39794 -0.13886 -1.20123
C 4.22519 -0.25308 -0.07063
C 3.87943 -0.89530 1.10547
C 2.57151 -1.43757 1.14769
C 1.64059 -1.16517 0.10548
C 2.08633 -0.56593 -1.07953
N 2.21112 -2.28715 2.25454
O 1.41780 -3.22043 1.99727
O 2.70784 -2.01135 3.31881
H 3.72708 0.37933 -2.08980
H 5.22407 0.15544 -0.02873
H 4.67046 -0.93743 1.83956
H 0.62714 -1.53561 0.15127
H 1.45491 -0.51157 -1.95403
C -2.44055 -2.78339 -2.91271
Br -3.57394 -1.88928 -4.33483
Br -1.84561 -1.44762 -1.51273
Br -0.93656 -3.63924 -3.80153
H -3.10475 -3.52216 -2.46420
C -4.37386 0.94810 0.38969
Br -6.04496 0.30127 -0.55102
Br -3.10744 -0.60426 0.69637
Br -4.94694 1.84870 2.10160
H -3.85938 1.69386 -0.21633
C -1.65743 4.37345 0.73699
Br -1.51631 6.15714 -0.17929
Br -1.48631 4.49979 2.73189
Br -0.55434 2.87654 0.01047
H -2.67220 3.99675 0.60879

A structure of composition C12H17Cl5O3Os at a distorted geometry. Source: OMol25; level of theory: ωB97M-V with the def2-TZVPD basis set.

Properties
⟨S²⟩: 6.05
Charge: -2
Kohn-Sham gap (spin up / spin down), eV: 3.5806 / 6.0319
Multiplicity: 5
LUMO (spin up / spin down), eV: 4.4117 / 4.3830

Element x y z (Å)
C -1.26651 0.44399 -1.38386
C -0.13070 1.31908 -1.57122
C 0.24638 1.82185 -0.26837
C 0.47894 1.74305 -2.86382
C -0.60404 1.22633 0.72226
C -1.68901 0.47847 0.04928
C -2.71070 -0.18796 0.70180
C -2.02471 -0.20408 -2.48194
C 1.24205 2.91474 -0.05398
C -0.54220 1.43540 2.19393
Os 0.49482 -0.37389 -0.42669
Cl 4.18345 2.26072 -2.59257
Cl 1.76733 -1.06986 -2.25715
Cl 2.38070 -0.07289 0.79111
H 0.39230 0.94566 -3.60024
H 1.54506 1.96331 -2.71379
H -0.02016 2.64558 -3.23373
H 2.15260 2.70541 -0.62613
H 1.47823 3.02800 1.00513
H 0.83646 3.86758 -0.42358
H 0.34809 2.00285 2.46969
H -0.53280 0.47980 2.73059
H -1.42357 2.00387 2.50682
H -2.74189 -0.12630 1.78497
H -0.23388 -2.62706 -0.03508
H -3.35128 -0.84647 0.12364
H -1.39728 -0.31233 -3.36869
H -2.87602 0.42752 -2.75788
H -2.42054 -1.17980 -2.18115
O -0.54038 -2.10257 -0.83869
H -0.05646 -2.41897 -1.62751
Cl 0.56384 -5.09129 2.40910
C 1.30176 -3.64751 3.12835
Cl 2.97111 -3.45330 2.57644
C 0.48102 -2.35734 2.71899
O 0.32463 -1.57770 3.66180
O 0.08172 -2.31115 1.51401
H 1.29167 -3.75274 4.21815

A structure of composition C12H17CuF6N3O2P at a distorted geometry. Source: OMol25; level of theory: ωB97M-V with the def2-TZVPD basis set.

Properties
Charge: -2
Kohn-Sham gap, eV: 5.9407
LUMO, eV: 4.9317

Element x y z (Å)
Cu -0.23593 -0.82304 -0.61603
O -0.62003 -2.05746 -2.27670
H -0.24411 -2.89649 -1.98345
O -1.82538 0.60189 -1.16337
H -1.97243 1.55792 -1.16684
P -2.58104 -3.69504 1.34551
F -2.80028 -4.96846 0.38037
F -3.22014 -2.71767 0.27204
F -4.01210 -4.00215 2.04551
F -2.37003 -2.43862 2.37232
F -1.86229 -4.67272 2.46227
F -1.09353 -3.42941 0.73777
N 1.49702 -0.06586 1.74992
C 2.33100 0.08976 0.67861
C 2.41106 -1.11848 0.03399
C 1.67038 -2.08503 0.78720
C 1.07853 -1.36384 1.80403
H 1.32218 0.61823 2.46774
H 2.83277 1.03052 0.53009
H 3.08705 -1.31697 -0.78224
H 1.62307 -3.15744 0.74151
H 0.37941 -1.63717 2.57872
N -0.92908 1.97459 1.20563
C -0.10233 2.95171 1.68663
C 0.05731 2.76757 3.03443
C -0.71884 1.63126 3.38875
C -1.32532 1.18696 2.24143
H -1.16091 1.79760 0.22649
H 0.29397 3.72930 1.05445
H 0.55598 3.40317 3.75020
H -0.88649 1.26915 4.39059
H -2.00636 0.36999 2.05455
N 0.25817 1.38157 -2.92929
C 1.46939 1.82197 -2.50333
C 2.18003 2.22658 -3.61380
C 1.37284 1.97108 -4.75009
C 0.24605 1.32620 -4.28179
H -0.50365 1.02996 -2.30881
H 1.67116 1.90926 -1.44979
H 3.10063 2.79320 -3.60188
H 1.63040 2.09780 -5.79040
H -0.59813 0.90862 -4.80294

A structure of composition C12H17F4N2OPt at a distorted geometry. Source: OMol25; level of theory: ωB97M-V with the def2-TZVPD basis set.

Properties
Charge: +1
Kohn-Sham gap, eV: 7.4406
LUMO, eV: -3.4635

Element x y z (Å)
Pt -0.30936 0.14652 -0.08529
C -3.19544 -0.23509 -0.52094
N -2.23380 0.62429 0.20416
C -2.57390 0.64384 1.64861
C -2.31282 2.01831 -0.37735
C -1.19784 2.86719 0.17373
N -0.01350 2.04783 0.01932
C 1.26831 2.45533 0.30958
C 2.31154 1.53460 0.13066
F 1.95941 0.21458 -0.22741
C 3.63672 1.83418 0.31386
F 4.54994 0.88180 0.11164
C 4.01000 3.09774 0.71729
C 3.00124 4.01905 0.93520
F 3.30754 5.24311 1.34952
C 1.66236 3.71389 0.75692
F 0.74182 4.66005 1.00889
H -4.19269 0.20371 -0.44924
H -3.21405 -1.22127 -0.07130
H -2.90409 -0.30553 -1.56587
H -3.56793 1.07805 1.77814
H -1.84099 1.22557 2.19829
H -2.57003 -0.37507 2.02796
H -3.28981 2.45720 -0.15713
H -2.21807 1.90903 -1.45610
H -1.38262 3.12954 1.22168
H -1.12850 3.80591 -0.37686
H 5.04746 3.34943 0.87986
C -0.66065 -4.38019 -0.15706
C -1.26432 -3.00349 -0.08840
O -0.22398 -1.99396 -0.25133
H -1.43494 -5.12798 0.01779
H 0.11546 -4.50394 0.59791
H -0.23672 -4.57742 -1.14412
H -1.69364 -2.79654 0.88894
H -2.01634 -2.84521 -0.86047
H 0.36915 -2.27888 -0.95928

Please write out number 3 again, unchanged.
A structure of composition C12H17CuF6N3O2P at a distorted geometry. Source: OMol25; level of theory: ωB97M-V with the def2-TZVPD basis set.

Properties
Charge: -2
Kohn-Sham gap, eV: 5.9407
LUMO, eV: 4.9317

Element x y z (Å)
Cu -0.23593 -0.82304 -0.61603
O -0.62003 -2.05746 -2.27670
H -0.24411 -2.89649 -1.98345
O -1.82538 0.60189 -1.16337
H -1.97243 1.55792 -1.16684
P -2.58104 -3.69504 1.34551
F -2.80028 -4.96846 0.38037
F -3.22014 -2.71767 0.27204
F -4.01210 -4.00215 2.04551
F -2.37003 -2.43862 2.37232
F -1.86229 -4.67272 2.46227
F -1.09353 -3.42941 0.73777
N 1.49702 -0.06586 1.74992
C 2.33100 0.08976 0.67861
C 2.41106 -1.11848 0.03399
C 1.67038 -2.08503 0.78720
C 1.07853 -1.36384 1.80403
H 1.32218 0.61823 2.46774
H 2.83277 1.03052 0.53009
H 3.08705 -1.31697 -0.78224
H 1.62307 -3.15744 0.74151
H 0.37941 -1.63717 2.57872
N -0.92908 1.97459 1.20563
C -0.10233 2.95171 1.68663
C 0.05731 2.76757 3.03443
C -0.71884 1.63126 3.38875
C -1.32532 1.18696 2.24143
H -1.16091 1.79760 0.22649
H 0.29397 3.72930 1.05445
H 0.55598 3.40317 3.75020
H -0.88649 1.26915 4.39059
H -2.00636 0.36999 2.05455
N 0.25817 1.38157 -2.92929
C 1.46939 1.82197 -2.50333
C 2.18003 2.22658 -3.61380
C 1.37284 1.97108 -4.75009
C 0.24605 1.32620 -4.28179
H -0.50365 1.02996 -2.30881
H 1.67116 1.90926 -1.44979
H 3.10063 2.79320 -3.60188
H 1.63040 2.09780 -5.79040
H -0.59813 0.90862 -4.80294